23
Properties=species:S:1:pos:R:3:forces:R:3 method="wB97M-V/def2-TZVPD" homo_ev=-9.0 multiplicity=1 gap_ev=10.026 total_charge=0 lumo_energy_ev=1.02
C 0.14694 0.52132 -2.75130 0.5549 -0.2789 0.2901
C 0.75353 0.74581 -4.15403 -1.0157 -0.6865 0.1837
H 0.07558 -0.54462 -2.52172 -0.4318 -0.0108 -0.2679
H 0.75953 0.85043 -1.90893 0.0762 0.4772 -0.3345
H -0.82792 0.98827 -2.65706 -0.1136 -0.0512 0.1255
H 0.97241 -0.23120 -4.58555 0.6049 0.1089 0.0039
H 1.61082 1.40724 -4.17219 0.0803 0.0160 -0.0938
H -0.03604 1.10314 -4.81908 0.2245 0.4354 0.0232
C -1.06921 -2.28946 2.51087 0.3190 0.7797 -0.4596
C 0.42758 1.50064 1.09725 0.4811 0.5553 0.4732
C 1.08860 0.33916 0.71395 -0.3085 0.5519 0.6073
C -0.50550 1.43608 2.10695 -1.2522 -1.2601 0.7135
C 0.60282 -0.89229 1.14102 1.1837 0.2103 -0.3440
C -0.86689 0.19483 2.66208 0.0669 0.3373 -1.0982
C -0.37580 -0.99174 2.11199 -0.7569 -0.0769 0.4548
H 0.67494 2.48937 0.72778 0.2854 -0.1770 -0.2106
H 2.04152 0.41755 0.21056 -0.2501 -0.1760 -0.6469
H -1.10266 2.26610 2.45928 0.4000 0.4213 -0.1407
H 1.13022 -1.71665 0.67962 -0.3442 -0.5820 0.3631
H -1.68569 0.14034 3.36865 0.1316 0.0659 0.2088
H -0.64344 -3.12513 1.96404 -0.0561 -0.2130 0.1514
H -2.11336 -2.15696 2.23103 -0.1072 -0.3232 -0.0801
H -1.05798 -2.45224 3.58479 0.2278 -0.1237 0.0780

179
Properties=species:S:1:pos:R:3:forces:R:3 method="wB97M-V/def2-TZVPD" homo_ev=-7.8 multiplicity=1 gap_ev=6.623 total_charge=0 lumo_energy_ev=-1.19
C 4.74513 -3.02683 1.27733 -1.8229 1.3603 -1.4310
C 3.78806 -2.25909 0.39123 3.0542 -0.6449 2.3931
C 4.12892 -0.64725 0.16448 0.7036 1.2957 -1.0287
C 3.02217 0.47690 0.71465 3.6563 1.2537 -2.0099
C 3.37648 2.10131 0.53816 2.6103 -4.2393 -1.4348
C 4.80045 2.44652 -0.19290 -0.9935 -2.5567 0.4254
C 5.89552 1.35113 -0.74416 -3.6313 -1.2991 1.9212
C 5.55416 -0.26732 -0.55073 -1.0599 3.3162 0.7516
C 6.70268 -1.31471 -1.07004 1.3403 -2.6769 -1.2434
C 6.32379 -2.76331 -1.81771 5.7207 2.1421 1.0540
C 7.70451 -3.58641 -2.23370 -0.3066 1.6121 0.9328
C 9.23274 -3.11742 -1.93387 -3.8338 2.3305 0.9754
N 9.49619 -1.81353 -1.26151 -5.2675 -1.8894 -1.2789
C 8.29344 -1.01026 -0.90184 -1.0399 -1.2130 -0.5344
S 5.23219 4.26625 -0.42915 -2.2719 -0.9791 0.1299
C 3.53767 5.11363 -0.47747 -1.5654 0.4765 0.0064
C 3.44668 6.51958 -1.32551 -3.8076 -0.3110 1.2944
F 4.58887 7.13487 -2.07980 -3.4930 -2.3086 2.6094
C 1.98764 7.30227 -1.33784 0.8528 -3.6046 1.9032
C 0.70021 6.63053 -0.50725 2.7789 -1.7230 -0.3133
C -0.69373 7.52599 -0.54641 0.9803 0.7319 0.8351
C -0.24557 9.04469 -0.00803 -0.2251 0.2944 0.6681
C -1.52221 9.99424 0.39002 0.2095 0.5512 0.2899
C 0.70772 8.92964 1.36054 0.9414 -0.0997 -1.0852
C 0.84854 5.18592 0.31375 2.1709 1.6883 -1.8570
C -0.42443 4.55912 1.14324 0.7963 0.0439 0.6891
C -1.04360 3.17155 0.47810 0.7476 0.5209 -0.1407
C -2.31181 3.43752 -0.54295 1.6932 2.3943 -1.0725
F -1.68329 3.94328 -1.82197 -2.1650 -1.4722 3.5520
F -3.18252 4.58588 -0.08888 2.1633 -3.8133 -1.2924
C -3.15042 2.09879 -0.96370 1.0855 -0.3811 -3.6170
F -2.15850 1.22736 -1.70382 -3.0888 2.6170 2.5367
F -4.16994 2.44832 -2.02375 2.9896 -1.1574 4.0281
C -3.72695 1.18039 0.24462 0.1701 -3.5434 -0.2796
F -2.64022 0.35438 0.89421 -3.3077 3.0836 -2.1913
F -4.62277 0.14729 -0.40069 2.6366 3.6427 2.3090
C -4.51198 1.93329 1.45821 0.0711 -1.6065 3.1756
F -3.64826 2.88201 2.25798 -2.9134 -2.9315 -3.1651
F -4.82969 0.83696 2.45387 0.8486 3.5064 -3.2304
C -5.97201 2.58239 1.07363 -2.7217 0.9279 -1.1578
F -6.98352 1.55239 0.62524 3.8281 3.0963 1.5095
F -5.94390 3.60303 0.00143 0.4736 -3.4384 3.4258
C -6.72003 3.33473 2.36835 -2.7519 1.5178 0.4149
F -8.01947 3.84751 1.79046 4.3912 -1.6882 2.1031
F -7.11093 2.39460 3.44427 1.8796 3.6169 -3.6820
F -5.99514 4.54596 2.83322 -2.4182 -4.6924 -1.3127
C 2.31604 4.38355 0.33256 -1.4946 4.2478 -2.1225
N 2.37154 3.08134 1.09267 1.8598 0.5310 -4.4851
N 2.57137 3.24887 2.45356 -0.7860 1.2198 3.1951
C 1.72737 2.30290 3.27873 -1.0937 -0.3635 -0.1503
C 2.56048 1.13858 4.07642 -1.4995 -0.5643 0.4767
C 1.67327 0.81071 5.45585 -0.2595 -0.2635 -0.6649
H 4.37581 -3.67249 2.21110 0.5459 0.5843 -2.9826
H 5.92484 -3.00001 1.13603 -2.6734 1.0415 0.8256
H 2.87592 -2.82113 -0.08794 1.2109 1.7492 1.7991
H 2.01723 0.11952 1.24356 2.5158 0.8341 -1.4098
H 6.90040 1.72883 -1.25960 -2.5610 -0.9145 1.2201
H 5.23233 -3.12534 -2.03083 2.4985 0.7392 0.4024
H 7.56254 -4.62004 -2.80483 0.3014 2.4508 1.3879
H 10.16124 -3.78820 -2.25917 -2.3364 1.6943 0.8491
H 8.53425 0.04751 -0.39833 -0.4394 -2.7204 -1.1798
H 1.82687 8.32733 -1.91168 0.5664 -2.5586 1.3281
H -1.19415 7.57410 -1.60864 1.2520 -0.1686 2.0150
H -1.51483 7.16386 0.20441 1.7323 0.3183 -1.3999
H 0.38171 9.60196 -0.85139 -1.4153 -1.2448 1.8086
H -1.10167 11.10955 0.44790 -1.0911 -2.3695 -0.2521
H -2.42868 9.94133 -0.36126 1.9285 0.1266 1.4024
H -1.93172 9.76796 1.48152 0.8948 0.1937 -2.3436
H 0.64835 9.88680 2.03397 -0.1780 -1.8855 -1.3115
H 1.82707 8.87418 0.96371 -2.3176 -0.0622 1.1084
H 0.49368 7.94215 1.97551 0.3010 2.1428 -1.2412
H -1.25429 5.36238 1.40271 1.8099 -1.6990 -0.8839
H 0.01371 4.22128 2.20139 -0.9772 0.6708 -2.3411
H -0.15126 2.71425 -0.16652 -2.2485 0.7706 1.2912
H -1.28207 2.46306 1.37797 0.0766 1.2426 -2.0152
H 2.29103 4.24170 2.69073 0.6100 -1.5777 -0.4246
H 0.97010 1.78053 2.52730 1.4359 0.9757 1.5376
H 1.03909 2.95001 4.00683 1.6688 -1.4361 -1.2369
H 2.46762 0.14109 3.42716 0.7534 2.2619 1.4102
H 3.67830 1.41431 4.31573 -2.3584 -0.4491 -0.6258
H 2.30377 0.28822 6.29177 -1.2000 1.0739 -1.6233
H 0.77788 0.08605 5.15164 1.9211 1.5285 0.7405
H 1.17762 1.79533 5.85178 1.1100 -1.8534 -0.5407
C -0.34210 0.68661 9.00797 0.1073 -0.0968 0.1360
C 0.94837 1.17634 9.20696 -0.0554 -0.1030 0.0877
C 1.76963 0.60545 10.17877 -0.1720 -0.1001 -0.0327
C 1.30332 -0.46276 10.94558 -0.0965 0.0843 -0.1405
C 0.01413 -0.95491 10.74396 0.0510 0.1187 -0.0792
C -0.81042 -0.37791 9.77849 0.1896 0.0769 0.0055
H -0.98307 1.13402 8.25284 0.0918 -0.0630 0.1025
H 1.31409 2.00423 8.60468 -0.0483 -0.1251 0.0969
H 2.77271 0.99164 10.33818 -0.1286 -0.0473 -0.0274
H 1.94493 -0.91099 11.69961 -0.0963 0.0649 -0.1048
H -0.34852 -1.78844 11.34050 0.0552 0.1381 -0.0914
H -1.81666 -0.75799 9.62548 0.1379 0.0459 0.0182
C -8.03229 -0.79068 -3.17483 0.1257 0.0318 -0.1168
C -8.04113 -1.31651 -4.46641 0.1132 0.1261 0.0594
C -7.03136 -0.97572 -5.36588 0.0361 0.0838 0.1653
C -6.00632 -0.11596 -4.97011 -0.1881 -0.0797 0.0907
C -5.99549 0.40688 -3.67729 -0.0546 -0.0574 -0.0505
C -7.01037 0.07339 -2.78076 0.0212 -0.1472 -0.1886
H -8.82128 -1.05382 -2.47519 0.1000 0.0482 -0.0835
H -8.83615 -1.99187 -4.77254 0.1248 0.0964 0.0302
H -7.04220 -1.38029 -6.37430 0.0047 0.0461 0.1402
H -5.21665 0.14586 -5.66938 -0.1130 -0.0313 0.1047
H -5.19571 1.07558 -3.36852 -0.2200 -0.2016 -0.1215
H -7.00461 0.48527 -1.77542 -0.0015 -0.0643 -0.1202
C -9.19266 2.97163 -2.66246 -0.0957 0.1176 0.0540
C -10.27981 3.19312 -3.50733 -0.0173 0.0660 0.1450
C -11.32561 4.01958 -3.09735 0.1540 -0.0166 0.1295
C -11.27942 4.63302 -1.84512 0.1335 -0.1166 -0.0688
C -10.19042 4.41448 -1.00179 -0.0150 -0.0718 -0.1235
C -9.14902 3.58059 -1.40807 -0.1353 0.0211 -0.1371
H -8.37943 2.32475 -2.98096 -0.1492 0.1138 0.0258
H -10.31246 2.72055 -4.48585 0.0106 0.0554 0.1516
H -12.17574 4.18661 -3.75317 0.1186 -0.0149 0.0850
H -12.09200 5.28101 -1.52742 0.1140 -0.0925 -0.0415
H -10.15382 4.89391 -0.02662 -0.0030 -0.0784 -0.1372
H -8.30342 3.40618 -0.74858 -0.1905 0.0489 -0.1435
C 3.56738 -5.92807 -3.04349 0.2358 -0.1167 -0.0327
C 3.41326 -6.88403 -4.04705 0.1234 -0.0027 0.0396
C 4.27261 -7.98087 -4.10438 0.0023 0.1368 0.1575
C 5.28090 -8.12696 -3.15121 -0.1169 0.1453 0.0047
C 5.43260 -7.17289 -2.14541 -0.0726 -0.0053 -0.1018
C 4.57907 -6.07118 -2.09363 -0.0602 -0.0992 -0.1665
H 2.89961 -5.07161 -3.00116 0.0648 -0.1068 -0.0202
H 2.62321 -6.77371 -4.78566 0.1174 -0.0166 0.1227
H 4.15649 -8.72205 -4.89043 0.0062 0.1047 0.1170
H 5.94760 -8.98422 -3.19282 -0.0950 0.1284 0.0095
H 6.21739 -7.28775 -1.40173 -0.1185 0.0279 -0.1090
H 4.70105 -5.32525 -1.31319 -0.0132 -0.1112 -0.0263
C -2.05135 -7.18010 -1.01856 0.1822 -0.0162 -0.0260
C -1.39585 -5.98080 -1.29562 0.0692 -0.1038 0.0140
C -0.01978 -5.97336 -1.52188 -0.0930 -0.2500 0.0407
C 0.69984 -7.16792 -1.48076 -0.1302 -0.0052 0.0621
C 0.04365 -8.36774 -1.20739 -0.1155 0.1424 0.0087
C -1.33094 -8.37386 -0.97195 0.0864 0.1793 -0.0545
H -3.12324 -7.18502 -0.83891 0.1577 0.0063 -0.0291
H -1.95781 -5.05097 -1.33444 0.0784 -0.1403 0.0121
H 0.49177 -5.03781 -1.73110 -0.0658 -0.1024 0.0102
H 1.77142 -7.16299 -1.66189 -0.2035 -0.0285 0.0496
H 0.60434 -9.29878 -1.17699 -0.0780 0.1514 0.0001
H -1.84089 -9.30801 -0.75357 0.0631 0.1239 -0.0362
C -13.68856 -4.31637 -3.47757 0.1535 0.0607 -0.1074
C -13.69740 -4.84220 -4.76916 0.1146 0.1088 0.0385
C -12.68764 -4.50140 -5.66862 0.0284 0.0750 0.1795
C -11.66259 -3.64165 -5.27286 -0.1546 -0.0543 0.1330
C -11.65177 -3.11881 -3.98003 -0.1251 -0.1068 -0.0559
C -12.66665 -3.45229 -3.08350 -0.0104 -0.0932 -0.1756
H -14.47756 -4.57950 -2.77793 0.1166 0.0394 -0.1041
H -14.49242 -5.51756 -5.07528 0.1196 0.1122 0.0438
H -12.69847 -4.90598 -6.67704 0.0064 0.0492 0.1444
H -10.87292 -3.37982 -5.97213 -0.1094 -0.0327 0.0850
H -10.85198 -2.45011 -3.67126 -0.1423 -0.0832 -0.0344
H -12.66088 -3.04042 -2.07816 0.0037 -0.0571 -0.1352
C 12.37089 -3.98318 -4.87402 -0.0435 -0.0987 -0.1654
C 11.09506 -3.74943 -5.38628 0.0919 -0.0816 -0.0718
C 10.73284 -4.27682 -6.62542 0.1798 -0.0706 0.0507
C 11.64415 -5.04703 -7.34848 0.0237 0.0886 0.1778
C 12.91872 -5.28389 -6.83443 -0.0963 0.0942 0.0816
C 13.28406 -4.74869 -5.59950 -0.1860 0.0225 -0.0558
H 12.65397 -3.56913 -3.90983 -0.0287 -0.0353 -0.1327
H 10.38269 -3.15501 -4.81964 0.0989 -0.0531 -0.0987
H 9.74095 -4.08890 -7.02735 0.1338 -0.0284 0.0636
H 11.36039 -5.46220 -8.31192 0.0447 0.0628 0.1376
H 13.62823 -5.88549 -7.39730 -0.1087 0.1021 0.0874
H 14.27897 -4.92882 -5.20188 -0.1354 0.0203 -0.0521
C 5.29475 -0.46738 7.48519 0.1239 0.0661 -0.0939
C 5.28591 -0.99321 6.19361 0.1089 0.1185 0.0326
C 6.29568 -0.65241 5.29414 0.0202 0.0705 0.1640
C 7.32072 0.20734 5.68991 -0.1457 -0.0514 0.1056
C 7.33155 0.73018 6.98273 -0.1181 -0.0855 -0.0480
C 6.31667 0.39670 7.87926 -0.0180 -0.0850 -0.1913
H 4.50576 -0.73051 8.18483 0.0909 0.0296 -0.0874
H 4.49089 -1.66857 5.88748 0.1019 0.1011 0.0383
H 6.28484 -1.05699 4.28572 -0.0005 0.0554 0.1199
H 8.11039 0.46917 4.99064 -0.1204 -0.0353 0.0993
H 8.13133 1.39888 7.29150 -0.1302 -0.1011 -0.0516
H 6.32243 0.80857 8.88460 0.0067 -0.0596 -0.1260